A 2-piece molecular cluster, C33H38BN3O5 overall at a distorted geometry, computed with ωB97M-V with the def2-TZVPD basis set.

Orbital gap, eV: 1.93
LUMO level, eV: -3.6
Total charge: 0

Geometry (Å):
C -2.584 -2.472 7.412
C -1.684 -2.952 6.379
C -1.271 -4.231 6.058
C -0.374 -4.085 4.969
C -0.283 -2.728 4.662
B 0.679 -1.935 3.609
O 1.613 -1.068 4.392
C 2.583 -0.550 3.508
C 2.306 -1.023 2.027
C 3.311 -0.457 1.064
C 0.819 -0.610 1.675
O -0.094 -1.139 2.616
C 2.344 -2.595 2.052
O 1.395 -3.083 2.966
O -1.093 -2.034 5.545
H -3.014 -3.315 7.974
H -2.046 -1.826 8.120
H -3.410 -1.897 6.974
H -1.555 -5.155 6.553
H 0.156 -4.901 4.488
H 2.585 0.555 3.552
H 3.584 -0.903 3.818
H 3.041 -0.699 0.025
H 3.344 0.631 1.170
H 4.323 -0.836 1.265
H 0.721 0.493 1.644
H 0.557 -1.003 0.673
H 2.121 -2.978 1.038
H 3.360 -2.930 2.340
C 7.721 7.759 0.112
N 7.104 6.535 0.572
C 7.505 5.982 1.761
O 8.409 6.395 2.479
C 6.656 4.744 2.004
C 5.772 4.843 3.255
C 6.568 4.883 4.536
C 6.369 5.928 5.440
C 7.249 6.091 6.513
C 8.260 5.149 6.745
C 8.351 4.019 5.923
C 7.496 3.877 4.823
N 5.834 4.677 0.789
C 4.926 3.681 0.690
C 4.057 3.544 -0.388
C 3.034 2.603 -0.529
C 2.408 2.445 -1.835
C 1.614 1.332 -2.260
C 1.042 1.313 -3.530
C 1.223 2.378 -4.431
C 0.583 2.482 -5.710
N 0.098 2.655 -6.758
C 2.032 3.446 -4.052
C 2.600 3.488 -2.790
C 6.055 5.823 -0.162
C 4.829 6.733 -0.371
C 6.555 5.422 -1.563
H 8.460 8.091 0.842
H 8.231 7.612 -0.847
H 6.976 8.554 -0.011
H 7.322 3.864 2.058
H 5.153 5.759 3.183
H 5.102 3.965 3.271
H 5.546 6.623 5.265
H 7.138 6.952 7.167
H 8.974 5.296 7.554
H 9.087 3.245 6.130
H 7.555 3.000 4.171
H 4.919 2.918 1.493
H 4.251 4.246 -1.198
H 2.711 2.088 0.356
H 1.442 0.507 -1.561
H 0.428 0.470 -3.851
H 2.201 4.283 -4.734
H 3.145 4.390 -2.514
H 4.529 7.235 0.555
H 5.076 7.507 -1.111
H 3.981 6.170 -0.765
H 7.568 5.009 -1.515
H 5.893 4.690 -2.026
H 6.572 6.308 -2.213